A 2-piece molecular cluster, C3H10N2O overall. Source: the Open Molecules 2025 dataset; level of theory: ωB97M-V/def2-TZVPD.

Geometry as ORCA input:
```
! wB97M-V def2-TZVPD RIJCOSX def2/J DEFGRID3
* xyz 0 1
O -1.383 1.010 -1.052
N 0.279 -1.969 0.917
N 0.794 -0.972 -1.251
C -0.839 2.082 -0.410
C 1.221 -1.197 0.100
C -0.829 2.231 0.910
H -0.402 2.808 -1.083
H 0.678 -1.853 -1.724
H 0.135 -0.214 -1.374
H -0.155 2.894 1.427
H 2.231 -1.611 0.125
H -1.962 0.504 -0.463
H 1.375 -0.216 0.561
H 0.736 -2.672 1.484
H -1.510 1.643 1.514
H -0.366 -2.470 0.319
*
```

Its orbital gap is 9.621 eV. The calculation puts the max |F| at 1.08 eV/A. The energy relative to the best compared isomer or geometry (same formula, charge and spin) comes out at 196.9 kJ/mol. As for the SMILES: C=CO.NCN. The calculation puts the molecular weight at 90.13 Da. For the total energy, the calculation gives -8299.4637 eV. Its highest occupied orbital energy is -8.66 eV.